No. 1
Density functional theory data (wB97M-V/def2-TZVPD) for an isolated molecule of C2HF3.

Structure (XYZ):
```
6
Properties=species:S:1:pos:R:3:forces:R:3
C 0.75951 -0.30877 -0.06030 -5.1 -1.2 1.8
C -0.56624 0.17743 -0.10867 0.9 1.4 0.7
H 0.88006 -1.35082 0.53775 0.0 2.5 -2.2
F 1.74824 0.53826 -0.17206 1.0 0.5 0.2
F -1.67432 -0.49370 -0.17527 0.1 -2.7 0.1
F -1.14726 1.43761 -0.02145 3.0 -0.4 -0.7
```
Forces are in eV/Å.

Summary:
- ΔE to the lowest compared entry with this formula, charge and spin: 1.326 eV
- Total charge: 0
- SMILES: FC=C(F)F
- Orbital gap: 10.4646 eV

***

No. 2
Density functional theory data (wB97M-V/def2-TZVPD) for a cluster of 2 separate species, C2HF3I2 in total.

Structure (XYZ):
```
8
Properties=species:S:1:pos:R:3:forces:R:3
C -0.51054 0.13509 -0.13633 0.6 0.9 -1.2
C -0.78703 -0.41266 -1.31223 0.8 -0.9 -1.5
F 0.03116 1.33048 -0.05732 0.2 0.8 -0.6
F -0.39515 0.13611 -2.45216 -0.8 -0.6 -0.1
F -1.25413 -1.65930 -1.43157 0.4 1.6 -0.3
I -1.16282 -0.74411 1.64560 -1.5 -1.7 3.6
I 2.66956 0.26346 1.59095 1.5 -0.7 -0.5
H 1.40895 0.95094 2.15306 -1.2 0.7 0.6
```
Forces are in eV/Å.

Summary:
- ΔE to the lowest compared entry with this formula, charge and spin: 2.317 eV
- ⟨S²⟩: 2.01
- Multiplicity: 3
- Total charge: 0
- Orbital gap (spin up / spin down): 6.1393 / 6.2304 eV

***

No. 3
Density functional theory data (wB97M-V/def2-TZVPD) for a structure of composition C2HF3MgNS4.

Structure (XYZ):
```
12
Properties=species:S:1:pos:R:3:forces:R:3
Mg 0.68400 0.17218 -0.06981 0.0 0.3 0.1
S 3.09270 0.33085 0.23870 -0.1 0.2 0.1
S 3.07486 2.34646 0.79368 0.1 -0.2 0.0
S 1.99811 3.29263 -0.65507 -0.2 -0.1 0.0
S 0.07378 2.50429 -0.41384 0.1 0.0 -0.1
N -3.23158 0.33690 0.14294 0.1 0.0 0.0
C -2.07077 0.30864 0.15486 0.0 0.0 0.1
H -4.22559 0.36425 0.13089 0.0 0.0 0.0
F 0.91765 -2.70997 0.87435 -0.1 0.1 -0.1
C 0.20439 -1.97042 -0.04893 0.1 -0.2 -0.2
F -1.09218 -2.43009 0.12222 0.0 0.1 0.0
F 0.57461 -2.54572 -1.27000 -0.1 0.0 0.1
```
Forces are in eV/Å.

Summary:
- Total charge: -1
- Orbital gap: 6.8776 eV

***

| no. | total energy (Ha) |
| --- | --- |
| 1 | -376.3121 |
| 2 | -971.5852 |
| 3 | -2224.1462 |